Record 1
Entry from the OMol25 dataset: 4 unconnected molecules or ions with the total composition C6H21NO4 at a distorted geometry (the ωB97M-V functional and the def2-TZVPD basis).

Computed properties:
HOMO level   -8.234 eV
Kohn-Sham gap   0.3230 hartree
2S+1   1
ΔE to the lowest compared entry with this formula, charge and spin   79.0 kcal per mole

Each line ends with the natural charge from an NBO analysis.
Element x y z (Å)
C: -1.468 -0.042 -1.727  -0.634
C: -0.057 -0.349 -1.437  -0.056
C: 0.859 -0.745 -2.603  -0.586
N: 0.682 0.820 -0.881  -0.686
C: 0.588 0.809 0.614  -0.253
C: -0.678 1.506 0.902  -0.468
C: -0.543 2.935 1.317  -0.073
O: -0.752 2.975 2.755  -0.729
H: -2.121 0.145 -0.837  0.235
H: -1.521 0.791 -2.413  0.197
H: -1.769 -0.793 -2.358  0.212
H: 0.048 -1.204 -0.687  0.215
H: 1.720 -1.270 -2.244  0.185
H: 1.085 0.057 -3.253  0.205
H: 0.486 -1.521 -3.368  0.193
H: 0.735 1.706 -1.327  0.376
H: 1.397 1.300 1.203  0.174
H: 0.714 -0.197 0.938  0.224
H: -1.356 1.576 -0.043  0.218
H: -1.328 0.944 1.673  0.235
H: -1.432 3.506 0.828  0.187
H: 0.486 3.348 1.222  0.172
H: 0.036 2.442 3.156  0.452
O: -2.767 -1.844 1.411  -0.931
H: -2.311 -2.048 2.341  0.477
H: -3.196 -2.595 1.201  0.457
O: 1.145 -2.641 1.636  -0.978
H: 0.798 -3.545 1.366  0.463
H: 1.912 -2.479 1.092  0.494
O: 2.928 -1.475 0.130  -0.951
H: 3.007 -1.535 -0.878  0.486
H: 2.673 -0.576 0.272  0.489


Record 2
Entry from the OMol25 dataset: a molecular structure, C10H14N3O5Rh at a distorted geometry (the ωB97M-V functional and the def2-TZVPD basis).

Computed properties:
<S²>   6.060
HOMO level (alpha / beta)   -12.591 / -16.835 eV
Net charge   +2
Kohn-Sham gap (alpha / beta)   0.2211 / 0.2096 hartree
2S+1   5
ΔE to the lowest compared entry with this formula, charge and spin   51.9 kcal per mole

Each line ends with the Mulliken spin population.
Element x y z (Å)
O: 0.674 -1.548 -2.546  0.037
C: 0.440 -0.965 -1.576  0.048
Rh: -0.042 -0.019 0.007  1.034
C: -0.542 0.969 1.554  0.040
O: -0.888 1.554 2.482  0.036
C: -2.047 0.042 -0.609  0.581
O: -2.932 0.625 -0.055  0.834
C: -0.552 -1.616 0.837  0.036
O: -0.871 -2.610 1.328  0.068
C: 0.061 1.632 -0.974  0.085
O: 0.124 2.612 -1.581  0.092
H: -2.254 -0.559 -1.556  0.135
C: 4.355 1.716 0.100  -0.001
N: 4.282 0.475 0.963  0.551
C: 5.634 0.123 1.465  -0.015
C: 3.117 -0.238 1.208  -0.044
N: 2.087 0.178 0.497  0.633
N: 3.028 -1.264 2.086  -0.084
C: 4.089 -1.735 3.022  0.004
C: 1.803 -2.104 2.279  0.011
H: 5.364 2.178 0.053  0.003
H: 3.693 2.485 0.506  0.010
H: 4.100 1.478 -0.939  0.014
H: 5.667 0.205 2.565  0.029
H: 5.918 -0.870 1.099  0.025
H: 6.440 0.793 1.129  0.004
H: 2.251 0.952 -0.159  -0.152
H: 4.352 -0.919 3.701  -0.002
H: 3.809 -2.576 3.674  0.000
H: 4.942 -2.119 2.446  0.000
H: 1.008 -1.448 2.660  -0.008
H: 1.606 -2.608 1.330  -0.005
H: 1.890 -2.914 3.026  0.003


Record 3
Entry from the OMol25 dataset: 3 unconnected molecules or ions with the total composition C33H65N3O7 at a distorted geometry (the ωB97M-V functional and the def2-TZVPD basis).

Computed properties:
<S²>   2.008
HOMO level (alpha / beta)   -8.008 / -8.915 eV
Kohn-Sham gap (alpha / beta)   0.3157 / 0.3404 hartree
2S+1   3

Each line ends with the Mulliken spin population.
Element x y z (Å)
C: 3.557 1.262 2.348  0.000
C: 2.749 0.152 1.808  -0.001
O: 2.267 0.168 0.766  0.000
O: 2.542 -0.936 2.562  0.000
C: 1.346 -0.670 3.308  0.000
C: 0.430 -1.818 3.254  0.004
C: -0.702 -1.671 4.223  0.000
C: -1.564 -0.420 3.983  0.000
C: -1.413 0.610 5.147  0.000
C: -0.447 1.747 4.875  0.000
N: -0.888 3.024 5.523  0.000
C: -0.169 4.102 4.975  0.000
O: 0.954 4.275 5.186  0.000
O: -0.876 4.964 4.232  0.000
O: -0.022 5.544 3.239  0.000
C: -0.473 5.107 1.968  0.000
C: -0.414 6.219 0.971  0.000
C: -1.048 7.477 1.578  0.000
C: 0.984 6.573 0.491  0.000
C: 1.813 5.391 0.005  0.000
C: 0.821 7.500 -0.716  0.000
H: 4.524 1.222 1.889  0.000
H: 3.614 1.266 3.411  0.000
H: 3.109 2.182 2.050  0.000
H: 0.843 0.137 2.834  0.000
H: 1.606 -0.420 4.315  0.000
H: 0.942 -2.741 3.422  0.000
H: 0.077 -1.865 2.245  -0.003
H: -0.367 -1.698 5.236  0.000
H: -1.317 -2.536 4.109  0.000
H: -2.582 -0.732 4.011  0.000
H: -1.327 0.028 3.041  0.000
H: -2.398 0.973 5.337  0.000
H: -1.051 0.045 5.972  0.000
H: -0.271 1.927 3.835  0.000
H: 0.499 1.472 5.291  0.000
H: -0.514 2.970 6.452  0.000
H: 0.066 4.219 1.687  0.000
H: -1.495 4.814 2.071  0.000
H: -1.021 5.967 0.130  0.000
H: -1.985 7.672 1.110  0.000
H: -0.410 8.323 1.497  0.000
H: -1.261 7.348 2.618  0.000
H: 1.525 7.150 1.211  0.000
H: 1.881 5.390 -1.057  0.000
H: 2.817 5.531 0.342  0.000
H: 1.489 4.439 0.362  0.000
H: 1.759 7.593 -1.220  0.000
H: 0.173 6.997 -1.403  0.000
H: 0.407 8.448 -0.459  0.000
C: 3.627 -3.992 -4.694  0.013
C: 3.793 -2.484 -4.364  0.027
C: 5.031 -2.244 -3.492  0.025
C: 4.842 -2.567 -2.011  -0.019
C: 3.597 -1.867 -1.473  0.013
C: 2.349 -2.210 -2.277  0.058
N: 2.544 -1.960 -3.739  0.350
O: 2.470 -0.711 -3.952  0.561
C: 1.982 -3.679 -1.998  0.033
C: 1.168 -1.420 -1.750  -0.010
C: 4.067 -1.831 -5.710  -0.007
H: 2.815 -4.469 -4.155  -0.013
H: 3.384 -4.134 -5.747  -0.001
H: 4.539 -4.552 -4.486  0.000
H: 5.320 -1.192 -3.569  0.002
H: 5.869 -2.816 -3.891  0.002
H: 4.784 -3.649 -1.860  -0.001
H: 5.718 -2.231 -1.453  0.002
H: 3.442 -2.135 -0.428  -0.001
H: 3.761 -0.785 -1.486  0.004
H: 1.136 -3.994 -2.610  -0.018
H: 1.694 -3.793 -0.954  -0.001
H: 2.804 -4.374 -2.159  0.002
H: 1.345 -0.351 -1.762  0.008
H: 0.960 -1.690 -0.718  -0.011
H: 0.270 -1.629 -2.336  -0.013
H: 3.196 -1.891 -6.363  -0.003
H: 4.892 -2.351 -6.196  0.001
H: 4.350 -0.786 -5.614  0.001
C: -4.365 -3.592 -3.202  0.013
C: -3.716 -3.720 -1.797  0.032
C: -4.778 -3.957 -0.718  0.021
C: -5.531 -2.707 -0.274  -0.019
C: -4.542 -1.608 0.101  0.021
C: -3.568 -1.296 -1.029  0.027
N: -2.873 -2.520 -1.517  0.352
O: -1.978 -2.823 -0.675  0.574
C: -4.343 -0.594 -2.159  0.011
C: -2.562 -0.269 -0.561  -0.032
C: -2.881 -4.987 -1.880  -0.013
H: -4.372 -2.578 -3.589  -0.010
H: -3.808 -4.167 -3.940  0.001
H: -5.393 -3.956 -3.205  -0.001
H: -4.295 -4.385 0.166  0.002
H: -5.485 -4.709 -1.068  0.003
H: -6.217 -2.372 -1.057  0.000
H: -6.153 -2.947 0.590  0.002
H: -5.083 -0.701 0.377  0.000
H: -3.989 -1.917 0.994  0.001
H: -3.701 -0.418 -3.023  -0.008
H: -4.705 0.373 -1.813  0.000
H: -5.223 -1.141 -2.490  0.001
H: -2.025 -0.591 0.331  0.009
H: -3.078 0.652 -0.312  0.000
H: -1.830 -0.049 -1.340  0.005
H: -2.049 -4.868 -2.574  0.000
H: -3.508 -5.803 -2.238  0.001
H: -2.479 -5.284 -0.914  0.001